The following is a DFT calculation (ωB97M-V/def2-TZVPD) of a cluster of 3 separate species, C29H49N7O5P2 in total.

Output
- SMILES: NC(=O)CCc1ccc2c(c1)C(=O)c1ccccc1C2=O.CN(C)P(=O)(N(C)C)N(C)C.CN(C)P(=O)(N(C)C)N(C)C
- Lowest unoccupied orbital energy: -0.3 eV
- Spin multiplicity: 1
- E_HOMO: -7.56 eV
- Calculated total energy: -70112.2487 eV
- Orbital gap: 7.3 eV
- Total charge: 0

XYZ file:
```
92
C29H49N7O5P2 ωB97M-V/def2-TZVPD
P 5.7381 4.2168 1.2201
P -0.2510 1.2341 -2.4398
O -4.7338 -0.2438 0.4034
O -2.6092 -3.9344 -1.6159
O -1.3420 1.3323 -3.4755
O 4.6737 3.7889 0.2436
O -8.0014 -7.0920 3.1642
N 7.0410 3.2312 0.7200
N 6.7529 5.2416 2.1450
N 4.9523 3.6888 2.6783
N -1.2096 0.6038 -1.1365
N 0.7887 0.1007 -3.1885
N -7.8920 -5.8534 1.2120
N 0.9471 1.7176 -1.3164
C 6.1979 6.0731 3.2232
C -5.9848 -7.3186 1.9429
C -6.0713 -0.8421 -3.6829
C 7.3133 3.1522 -0.7100
C -2.5583 1.1614 -1.0623
C -5.8815 -0.6134 -2.3259
C 0.5738 2.3849 -0.0614
C -5.4830 -4.0067 2.5125
C -4.5056 -2.6005 -2.1851
C 2.3039 2.0533 -1.7605
C -5.1175 -1.4990 -1.5820
C 1.2744 -1.1479 -2.6458
C 5.2853 2.4398 3.3313
C 1.0963 0.2981 -4.5977
C -7.3665 -6.7668 2.1987
C -4.9132 -2.6044 0.6540
C -5.5214 -2.7660 1.8847
C 7.8178 2.3112 1.5205
C -4.2853 -3.6977 0.0552
C -1.2316 -0.8041 -0.8026
C -4.6908 -2.8379 -3.5369
C 7.9863 5.7868 1.5706
C -4.8655 -5.0853 1.8959
C -4.8491 -6.4557 2.5404
C -4.9153 -1.3186 -0.1095
C -5.4868 -1.9604 -4.2586
C -3.6777 -3.4771 -1.3003
C 3.5062 3.8893 2.6811
C -4.2457 -4.9414 0.6539
H -5.0047 -6.4015 3.6161
H 1.5424 -0.5932 -5.0374
H 4.6064 2.2619 4.1670
H -6.6928 -0.1490 -4.2313
H -2.9522 1.0611 -0.0540
H 2.3721 2.1383 -2.8428
H -6.2961 0.2314 -1.7900
H 6.2802 2.4792 3.7778
H 8.8548 5.3178 2.0397
H 7.9536 2.6711 2.5408
H -2.5474 2.2282 -1.2942
H 7.9768 2.3212 -0.9441
H -3.9202 -6.9586 2.2788
H -0.4159 2.8307 -0.1131
H 1.8066 1.1239 -4.7388
H 8.0652 6.8655 1.7119
H 3.0054 1.2820 -1.4324
H -0.2800 -1.1263 -0.3752
H 7.3667 1.3133 1.5498
H -5.6655 -2.1384 -5.3121
H -8.6238 -6.3537 0.7114
H 2.2479 -1.4039 -3.0748
H 6.3761 5.5957 4.1879
H 3.1396 3.9313 3.7102
H -5.8716 -7.5081 0.8737
H -3.7572 -5.7815 0.1797
H 5.1287 6.2287 3.1108
H 2.9726 3.0912 2.1510
H 6.6556 7.0630 3.2512
H 3.2439 4.8374 2.2099
H -1.4825 -1.4401 -1.6621
H -8.3797 -5.1306 1.7361
H 2.6489 3.0087 -1.3640
H 1.4484 -1.0853 -1.5710
H -6.0071 -1.9165 2.3485
H 8.8305 2.2099 1.1201
H -5.9448 -4.1049 3.4875
H 0.5833 1.6641 0.7585
H -4.2251 -3.6960 -4.0014
H 5.2177 1.5769 2.6549
H 0.5881 -1.9777 -2.8495
H 8.0467 5.6195 0.4982
H 0.2024 0.5268 -5.1816
H 7.7947 4.0688 -1.0752
H 6.4012 3.0035 -1.2911
H -3.2477 0.6718 -1.7594
H 1.2670 3.1887 0.1921
H -5.9474 -8.2922 2.4351
H -1.9706 -0.9914 -0.0191
```

Mulliken atomic charge list, values in e, 6 entries:
1. P 0.832
2. P 1.039
3. O -0.605
4. O -0.594
5. O -0.898
6. O -0.691

The following is a DFT calculation (ωB97M-V/def2-TZVPD) of a structure of composition C29H50BBaN6O4S3.

Output
- ΔE to the lowest compared entry with this formula, charge and spin: 0.0 kcal/mol
- Lowest unoccupied orbital energy: -2.0 eV
- Spin multiplicity: 1
- E_HOMO: -9.69 eV
- Calculated total energy: -81892.5663 eV
- Orbital gap: 7.7 eV
- Total charge: +1

XYZ file:
```
94
C29H50BBaN6O4S3 ωB97M-V/def2-TZVPD
Ba 0.9427 -0.3065 -0.6216
S 1.3527 2.4285 0.7577
S -1.9875 0.6284 -1.1790
S -0.2818 -1.0044 2.1027
O 3.1455 -2.0588 -2.5828
O 0.2324 -2.7000 -1.5437
O 2.5127 -2.8302 -0.0219
O 1.0244 -0.5925 -3.3632
N 0.9214 0.6108 4.0127
N -3.8002 -0.7355 0.3828
N -2.7459 0.8572 1.4474
N -1.3404 2.9387 0.8460
N -0.7384 1.5481 2.9414
N -0.3488 3.8574 -0.8719
C 3.5612 -3.4463 -0.7537
C -0.0119 0.4104 3.0410
C 1.4247 -3.6831 0.3222
C -0.0672 -1.4828 -3.5993
C 0.4720 -3.9228 -0.8561
C 0.7832 1.9080 4.4874
C -4.9633 -0.8132 -1.7951
C 1.2242 2.9629 -2.5414
C 2.1495 -0.7329 -4.2271
C 1.7607 5.0864 -1.2718
C -3.1984 -2.5289 -1.1966
C 4.1601 -2.3977 -1.6584
C -3.6141 0.2578 2.3325
C 1.8942 -1.7215 4.2183
C -5.4060 -2.5481 -0.0826
C -1.6794 4.2457 -0.8972
C 3.3286 0.2877 3.8343
C -4.2600 -0.7256 1.6906
C 0.1161 -2.8440 -2.9559
C -0.0152 5.0560 -3.0039
C -0.2422 2.4699 3.8354
C 0.6588 4.2364 -1.9033
C 3.3930 -0.9285 -3.3885
C -2.2766 3.6816 0.1629
C -4.3290 -1.6426 -0.6779
C -2.8515 0.2372 0.2536
C 2.1454 -0.0677 6.0265
C 2.0554 -0.2312 4.5049
C -0.1517 3.0615 0.2159
B -1.8611 2.0204 1.9871
H 2.2836 4.5416 -0.4903
H 0.7383 5.3136 -3.7467
H -5.7696 -3.2041 -0.8723
H 0.8763 -4.6621 -1.5525
H -0.2157 -1.6323 -4.6719
H -6.2566 -1.9762 0.2884
H 1.0152 -3.3348 -3.3419
H 2.9273 -0.7248 6.4042
H 2.0172 -1.5987 -4.8795
H -2.6064 2.6996 2.6523
H 4.1888 -0.2846 4.1830
H 2.4766 5.3777 -2.0414
H -0.7600 -3.4519 -3.2083
H -0.4255 5.9881 -2.6158
H 4.3143 -3.8517 -0.0723
H 1.2034 -0.3484 6.4986
H -5.3874 -1.4787 -2.5477
H 1.8244 2.4139 -1.8149
H 0.9081 -3.1749 1.1373
H -3.6882 0.5884 3.3529
H 3.4954 1.3404 4.0641
H 3.5795 -0.0398 -2.7656
H -0.4720 -4.3128 -0.4633
H 1.9824 -1.9435 3.1598
H -2.0932 4.8809 -1.6528
H 3.1740 -4.2597 -1.3749
H -0.9543 -0.9893 -3.1964
H 2.2493 0.1651 -4.8406
H -2.7865 -3.1233 -0.3779
H 3.2516 0.1816 2.7503
H 2.6883 -2.2462 4.7510
H 0.4103 2.3338 -2.9105
H -5.0126 -3.1750 0.7181
H -5.0035 -1.4035 2.0565
H 1.3326 5.9928 -0.8418
H 5.0481 -2.7914 -2.1643
H -4.2340 -0.1638 -2.2718
H -5.7678 -0.1975 -1.3901
H -3.5946 -3.2063 -1.9547
H 1.7794 -4.6476 0.6974
H 0.9351 -2.0953 4.5737
H 4.4548 -1.5197 -1.0676
H -3.3002 3.7312 0.4883
H 2.4025 0.9455 6.3281
H 1.8675 3.2315 -3.3799
H -2.4017 -1.9303 -1.6292
H -0.8030 4.4929 -3.5055
H 4.2641 -1.0732 -4.0370
H 1.4204 2.3219 5.2434
H -0.6641 3.4548 3.9216
```

natural (NBO) atomic charge list, values in e, 6 entries:
1. Ba 1.766
2. S -0.487
3. S -0.503
4. S -0.510
5. O -0.564
6. O -0.618

The following is a DFT calculation (ωB97M-V/def2-TZVPD) of a structure of composition C29H50BCoFNO5Si4Te.

Output
- ΔE to the lowest compared entry with this formula, charge and spin: 8.2 kcal/mol
- Lowest unoccupied orbital energy (spin up / spin down): -0.1 / -1.7 eV
- Spin multiplicity: 5
- E_HOMO (spin up / spin down): -6.78 / -8.06 eV
- Calculated total energy: -122443.2281 eV
- ⟨S²⟩: 6.018
- Orbital gap (spin up / spin down): 6.7 / 6.4 eV
- Total charge: 0

XYZ file:
```
93
C29H50BCoFNO5Si4Te ωB97M-V/def2-TZVPD
Te -2.8946 0.2451 -1.6179
Co -0.9520 0.0597 -0.0364
Si -5.6097 2.7072 -0.6080
Si -6.5899 -0.8501 -1.7972
Si -5.1857 -0.2759 1.7623
Si -5.1280 0.4161 -0.4751
F 5.0542 -2.1524 -1.7921
O -2.2070 -2.7860 -0.3398
O 0.1112 3.5791 1.7744
O -0.8140 1.6864 1.0355
O 0.0240 -2.8340 0.0787
O 0.8567 0.2711 -0.7362
N 3.8527 2.6204 0.6440
C -0.3282 -4.2074 -0.1913
C 0.1626 2.5027 1.1950
C -6.3321 -2.7014 -1.7072
C 2.5829 2.8644 0.9846
C 0.6922 -4.7831 -1.1551
C 6.1612 2.9359 1.3270
C -6.3562 -0.3066 -3.5775
C -3.9749 0.5984 2.8833
C -6.9292 0.1013 2.3636
C -4.9376 -2.1219 1.8971
C 5.7850 -0.1586 -0.7907
C -0.2552 -4.9562 1.1348
C 4.5185 4.8362 1.6117
C 3.1447 0.5670 -0.3940
C 6.6534 1.9222 0.3030
C -1.8367 -4.1027 -2.2848
C -1.7810 -4.1027 -0.7633
C 4.1763 1.4154 0.0215
C 1.7515 0.9475 -0.1838
C -4.9038 3.4225 -2.1861
C -2.7484 -5.1380 -0.2183
C 1.5187 2.0774 0.6436
C 4.9245 3.6345 0.7812
C 4.7434 -0.9839 -1.2036
C -4.8718 3.5383 0.8945
C 5.5207 1.0396 -0.1687
C -7.4546 3.0462 -0.6194
C -8.3592 -0.4800 -1.2697
C 3.4356 -0.6510 -1.0153
B -1.0986 -2.0193 0.0433
H 5.3512 5.5385 1.6140
H 6.9332 3.6730 1.5461
H 0.4406 -5.8174 -1.4054
H 6.8097 -0.4765 -0.9455
H -4.0621 0.1927 3.8957
H 1.6753 -4.7724 -0.6829
H 0.7526 -4.2020 -2.0744
H 5.8960 2.4330 2.2617
H -5.4699 -3.0033 -2.3088
H -8.7216 -1.2273 -0.5571
H -5.2362 4.4555 -2.3233
H -1.5646 -5.0761 -2.6997
H -5.2939 -0.2707 -3.8356
H -2.8853 -5.0260 0.8560
H -8.4475 0.5008 -0.7959
H -6.9888 -0.0235 3.4493
H -5.4805 3.3268 1.7794
H -4.0440 -2.4399 1.3624
H -6.7701 0.6971 -3.7280
H -2.8538 -3.8610 -2.5955
H -4.8338 4.6234 0.7601
H -7.6209 4.1188 -0.4774
H 2.6252 -1.3058 -1.3102
H -4.8465 -2.4208 2.9469
H -6.8567 -0.9895 -4.2711
H -2.3874 -6.1481 -0.4268
H -7.9802 2.5187 0.1828
H -0.8909 -4.4786 1.8824
H -7.2300 1.1289 2.1289
H -7.6609 -0.5722 1.9053
H 7.0744 2.4520 -0.5562
H -5.2329 2.8380 -3.0509
H -5.7969 -2.6521 1.4742
H 3.6521 5.3527 1.2005
H -0.5544 -6.0001 1.0250
H 4.3050 4.5539 2.6453
H -4.1802 1.6710 2.9281
H -6.1593 -3.0455 -0.6849
H -1.1716 -3.3415 -2.6967
H 0.7730 -4.9282 1.4978
H 2.3791 3.7468 1.5731
H -3.8095 3.4114 -2.1760
H -3.8531 3.1881 1.0900
H -7.9096 2.7560 -1.5714
H 7.4508 1.3042 0.7149
H 5.1563 3.9751 -0.2330
H -7.2162 -3.2159 -2.0946
H -2.9401 0.4723 2.5500
H -9.0253 -0.4909 -2.1380
H -3.7214 -5.0131 -0.6981
```

Mulliken atomic charge list, values in e, 6 entries:
1. Te -0.539
2. Co 1.163
3. Si 0.467
4. Si 0.482
5. Si 0.417
6. Si -0.026